1.
Formula: C4H4O
Source: the Open Molecules 2025 dataset
Level of theory: ωB97M-V/def2-TZVPD

Its orbital gap is 11.0117 eV. As for the total charge: 0. The structure (SMILES) is C#C[C@H]1CO1. The calculation puts the HOMO energy at -10.1 eV. For the LUMO energy, the calculation gives 0.951 eV.

```
9
C4H4O, DFT ωB97M-V/def2-TZVPD
C 2.1366 -0.5182 0.2812
C 1.0229 -0.0981 0.2786
C -0.1483 0.2995 -0.3995
C -1.4512 0.0347 0.1584
O -0.8740 1.3421 0.1984
H 3.1460 -0.7738 0.4137
H -0.0352 0.3111 -1.4942
H -1.5350 -0.4829 1.1090
H -2.2618 -0.1144 -0.5456
```

Atom charges from the Löwdin analysis, given in e for atoms 1 to 5:
1 C 0.1449
2 C -0.0771
3 C -0.3659
4 C -0.1049
5 O -0.0144


2.
Formula: C20H28F3NO2S
Source: the Open Molecules 2025 dataset
Level of theory: ωB97M-V/def2-TZVPD

Its orbital gap is 8.7708 eV. As for the total charge: 0. The structure (SMILES) is CCOC(=O)C1(Cc2ccccc2C(F)(F)F)CCN([C@H](C)CSC)CC1. The calculation puts the HOMO energy at -8.0 eV. For the LUMO energy, the calculation gives 0.747 eV.

```
55
C20H28F3NO2S, DFT ωB97M-V/def2-TZVPD
C -1.1380 -3.2110 -1.0666
C 0.0250 -2.9961 -0.1090
O -0.0992 -1.7660 0.6061
C 0.2243 -0.6515 -0.0521
O 0.6324 -0.6460 -1.1842
C 0.0709 0.6087 0.8015
C 1.4970 1.0291 1.2842
C 2.5283 -0.0246 0.9951
C 2.5254 -1.1902 1.7572
C 3.3898 -2.2333 1.4878
C 4.2932 -2.1303 0.4436
C 4.3395 -0.9711 -0.3064
C 3.4670 0.0768 -0.0341
C 3.6032 1.3415 -0.8371
F 3.9495 2.3926 -0.0543
F 4.5603 1.2657 -1.7731
F 2.4909 1.7231 -1.4793
C -0.5345 1.7009 -0.0882
C -1.9691 1.3427 -0.4694
N -2.7741 1.2272 0.7308
C -4.2109 1.3022 0.5427
C -4.8468 1.9881 1.7588
C -4.9428 -0.0277 0.2990
S -4.3434 -1.0125 -1.1127
C -4.9429 -0.0060 -2.4958
C -2.3007 0.1320 1.5526
C -0.8634 0.4000 1.9966
H -1.0570 -4.1930 -1.5233
H -1.1190 -2.4566 -1.8484
H -2.0865 -3.1406 -0.5394
H 0.9737 -2.9891 -0.6568
H 0.0485 -3.7661 0.6651
H 1.7619 1.9742 0.8157
H 1.4628 1.1932 2.3630
H 1.8201 -1.2765 2.5698
H 3.3573 -3.1282 2.0911
H 4.9657 -2.9433 0.2185
H 5.0529 -0.8765 -1.1102
H -0.5361 2.6459 0.4567
H 0.0620 1.8066 -0.9939
H -2.3791 2.1428 -1.0912
H -1.9599 0.4126 -1.0599
H -4.3788 1.9509 -0.3249
H -5.8955 2.2031 1.5696
H -4.3253 2.9198 1.9572
H -4.7780 1.3582 2.6415
H -6.0039 0.1616 0.1300
H -4.8402 -0.6873 1.1594
H -4.7444 -0.5726 -3.3995
H -6.0115 0.1576 -2.3853
H -4.4079 0.9386 -2.5285
H -2.9322 0.0587 2.4404
H -2.3403 -0.8293 1.0167
H -0.5209 -0.4317 2.6124
H -0.8544 1.3121 2.5969
```

Atom charges from the Löwdin analysis, given in e for atoms 1 to 5:
1 C -0.0620
2 C -0.2004
3 O -0.0198
4 C -0.4719
5 O 0.1411


3.
Formula: C15H31CuN5O7
Source: the Open Molecules 2025 dataset
Level of theory: ωB97M-V/def2-TZVPD

Its orbital gap (spin up / spin down) is 6.1066 / 6.1055 eV. As for the total charge: 0. As for the spin multiplicity: 2. The calculation puts the HOMO energy (spin up / spin down) at -5.9 / -5.8 eV. For the LUMO energy (spin up / spin down), the calculation gives 0.228 / 0.282 eV.

```
59
C15H31CuN5O7, DFT ωB97M-V/def2-TZVPD
O -1.4541 -0.8378 -4.4251
H -1.0055 -0.8365 -5.3002
Cu 0.2221 0.1863 -0.9620
N 1.4549 -1.0220 -1.8831
N -0.6842 -1.6119 -0.8457
N 0.9404 1.8904 -0.6914
N -1.2563 1.2012 -0.1826
O 2.6142 -0.5470 -2.0784
O 2.2190 2.0460 -1.0038
O -2.5356 0.7356 -0.2260
O -1.8197 -1.7429 -0.1926
C -0.1081 -2.6619 -1.4622
C 1.1091 -2.3042 -2.1068
C 0.1874 2.9276 -0.3622
C -1.1373 2.5066 0.0432
C 1.8963 -3.2414 -2.9179
H 1.4619 -3.3023 -3.9197
H 1.9081 -4.2535 -2.4887
H 2.9233 -2.8859 -3.0056
C -0.7970 -3.9651 -1.4238
H -1.6668 -3.9931 -2.1064
H -1.1732 -4.2009 -0.4147
H -0.1264 -4.7792 -1.7163
C 0.6606 4.3367 -0.3061
C -2.2177 3.3313 0.6042
H 1.4780 4.4995 -1.0255
H 1.0342 4.5294 0.7135
H -0.1644 5.0543 -0.5131
H -3.0567 2.6884 0.8721
H -2.5250 4.0819 -0.1274
H -1.8597 3.8368 1.5039
H 2.4670 1.1632 -1.3589
H -2.3639 -0.3101 -0.2562
C -2.9604 -0.8799 -4.3217
H -3.5401 -1.7465 -4.7293
H -3.3510 0.0087 -4.8093
H -3.0479 -0.8062 -3.2157
O -0.1602 0.6537 -2.8888
H -0.6657 -0.1019 -3.5569
H -0.6209 1.5251 -3.0385
O 1.5123 -0.2010 0.5453
C 1.2747 -0.4059 1.7820
C 2.3688 -0.1196 2.7639
C 1.9882 1.0298 3.6777
C 1.1181 0.6046 4.8783
C -0.2696 0.0921 4.4897
C -0.2437 -1.1332 3.5843
N 0.0881 -0.8471 2.2003
H 2.5719 -1.0218 3.3433
H 3.2658 0.1409 2.1965
H 2.9033 1.5000 4.0634
H 1.4549 1.8071 3.1011
H 1.6509 -0.1822 5.4348
H 1.0108 1.4662 5.5574
H -0.7991 -0.1680 5.4161
H -0.8420 0.9040 4.0207
H 0.4622 -1.8711 3.9860
H -1.2373 -1.5851 3.5928
H -0.5573 -1.1829 1.4921
```

Atom charges from the Löwdin analysis, given in e for atoms 1 to 5:
1 O -0.1393
2 H 0.1296
3 Cu 0.4260
4 N -0.1934
5 N -0.1473


4.
Formula: C70H161N9O14
Source: the Open Molecules 2025 dataset
Level of theory: ωB97M-V/def2-TZVPD

Its orbital gap is 8.4843 eV. As for the total charge: 0. The calculation puts the HOMO energy at -8.1 eV. For the LUMO energy, the calculation gives 0.350 eV.

```
254
C70H161N9O14, DFT ωB97M-V/def2-TZVPD
C 3.0694 1.5593 4.3575
O 3.2659 0.3475 4.4967
N 3.6814 2.3645 5.2628
N 2.3236 2.0400 3.3961
H 4.3167 1.8350 5.8463
H 3.6899 3.3492 5.1661
H 2.0524 2.9987 3.2852
H 1.8602 1.3616 2.7891
C 4.6482 -2.3765 6.3605
O 3.4817 -1.6175 6.5020
H 4.6043 -3.3553 6.8655
H 4.8525 -2.5157 5.3060
H 5.5404 -1.8610 6.7226
H 3.4499 -0.9469 5.7805
C 6.3272 -0.4144 3.0551
O 5.0641 -0.9260 2.8541
H 6.5163 -0.4266 4.0817
H 7.0850 -0.9520 2.4641
H 6.4571 0.5889 2.6880
H 4.3772 -0.5835 3.4667
C 4.6577 1.6580 0.8157
O 4.3138 0.3243 0.5026
H 5.3101 1.6739 1.7179
H 5.1741 2.2877 0.1133
H 3.7394 2.1892 1.0815
H 4.5985 -0.1727 1.2946
C -3.9051 2.4640 3.9248
O -3.5051 3.5745 3.1230
H -4.6267 2.8372 4.6525
H -4.4013 1.8142 3.2098
H -3.1097 1.8888 4.4056
H -3.2940 3.1436 2.3013
C 3.5012 -1.1291 -3.1074
O 3.3065 -2.2253 -4.0343
H 2.6587 -0.5233 -3.4797
H 3.2509 -1.4001 -2.0908
H 4.4087 -0.5720 -3.2219
H 4.0151 -2.8672 -3.8553
C -0.1473 -0.6542 5.8502
O 0.3201 0.7120 5.7133
H -0.0165 -1.1559 4.9018
H 0.2649 -1.2002 6.7199
H -1.2414 -0.5206 5.9553
H 1.2079 0.6002 5.3512
C -4.1086 2.3055 -1.6126
C -5.5268 1.8981 -1.3300
C -6.4988 2.6856 -2.2422
C -7.8800 2.0714 -2.4283
C -7.8146 0.6506 -2.8352
C -6.9364 -0.1726 -1.8913
N -5.6101 0.5307 -1.8345
O -4.6677 -0.2108 -1.0270
C -7.5854 -0.4747 -0.5870
C -6.7076 -1.5024 -2.6108
C -5.7419 2.1596 0.1396
H -3.9295 2.0806 -2.6593
H -3.4189 1.7685 -0.9871
H -3.9458 3.3807 -1.3722
H -6.5565 3.6126 -1.7282
H -5.9896 2.8592 -3.1462
H -8.3046 2.6328 -3.2323
H -8.4989 2.2199 -1.5567
H -7.3830 0.6312 -3.8615
H -8.8435 0.2461 -2.9018
H -6.9144 -0.9744 0.0507
H -7.9070 0.4670 -0.0919
H -8.4505 -1.0852 -0.6981
H -6.2430 -2.1794 -1.9009
H -7.5363 -1.9441 -3.0772
H -5.9029 -1.2990 -3.3701
H -5.6543 3.2210 0.2827
H -5.0018 1.6215 0.7549
H -6.6519 1.7448 0.5762
H -3.9663 -0.3876 -1.6752
C -0.8280 -6.3606 -3.3010
C -0.7831 -5.1927 -2.2818
C -1.2089 -5.7946 -0.9502
C -0.1055 -6.7737 -0.3237
C 1.2169 -5.9792 -0.2240
C 1.6718 -5.4317 -1.5879
N 0.5705 -4.5793 -2.1742
O 0.9281 -4.1257 -3.4910
C 2.9530 -4.6202 -1.5245
C 2.1913 -6.6108 -2.3902
C -1.7070 -4.1159 -2.7294
H -1.8733 -6.5487 -3.6087
H -0.5967 -7.3412 -2.8669
H -0.3672 -6.1858 -4.2362
H -1.3784 -4.9758 -0.2618
H -2.1767 -6.3637 -0.9911
H -0.0766 -7.7033 -0.9010
H -0.4620 -7.0930 0.6493
H 2.0536 -6.5242 0.1865
H 1.0181 -5.1425 0.4428
H 2.7503 -3.6275 -1.1382
H 3.6483 -5.1135 -0.8311
H 3.4495 -4.5731 -2.4832
H 1.4875 -7.4618 -2.3415
H 2.2928 -6.2852 -3.4191
H 3.1619 -6.9091 -2.0052
H -2.7562 -4.4595 -2.8314
H -1.3597 -3.5988 -3.6656
H -1.8037 -3.3773 -1.9078
H 1.5968 -3.4658 -3.3912
C -0.2257 6.4589 5.1097
C 0.0654 5.3742 4.0673
C -0.7226 5.6415 2.7536
C 0.0146 6.7320 1.8669
C 1.4309 6.2824 1.6107
C 2.2886 6.1148 2.8819
N 1.5461 5.2031 3.7223
O 2.3006 4.8178 4.9144
C 3.6021 5.4830 2.4947
C 2.5979 7.4466 3.5384
C -0.4194 3.9645 4.5733
H 0.1469 6.2193 6.1316
H -1.3257 6.6524 5.0513
H 0.1282 7.4445 4.8039
H -0.7723 4.6854 2.2020
H -1.7234 5.9552 3.0207
H 0.1059 7.7191 2.3270
H -0.5175 6.8451 0.9214
H 2.0000 7.0180 0.9895
H 1.4398 5.3034 1.1173
H 4.1009 6.0884 1.6909
H 4.3332 5.4049 3.3125
H 3.3911 4.4760 2.0457
H 1.7735 8.0735 3.7930
H 3.1848 7.3322 4.4551
H 3.3193 7.9519 2.8786
H -0.2661 3.1910 3.8488
H -1.4588 4.0764 4.8520
H 0.2266 3.6222 5.4023
H 2.5017 5.6422 5.3657
C 6.0804 6.1166 -3.4200
C 6.0132 4.8908 -4.3249
C 6.6404 3.6426 -3.6997
C 5.8407 3.1189 -2.5359
C 4.3829 2.7504 -3.0132
C 3.6869 3.9913 -3.6533
N 4.5820 4.6064 -4.6203
O 3.9861 5.7235 -5.1654
C 2.4928 3.4501 -4.4424
C 3.2549 4.9451 -2.5583
C 6.7275 5.2166 -5.7372
H 7.1051 6.4776 -3.3014
H 5.8938 5.8902 -2.3820
H 5.4246 6.8872 -3.8091
H 6.7370 2.9186 -4.4998
H 7.6990 3.9286 -3.4176
H 5.7933 3.8444 -1.7155
H 6.2343 2.1920 -2.1556
H 3.8257 2.4184 -2.1826
H 4.3523 1.8664 -3.6766
H 2.0213 4.1775 -5.1422
H 2.8128 2.6165 -5.0571
H 1.7444 3.0994 -3.7095
H 4.1165 5.2226 -1.9910
H 2.6916 5.7899 -2.9374
H 2.5208 4.3947 -1.9261
H 7.8063 5.2543 -5.6450
H 6.5067 6.1698 -6.2144
H 6.5381 4.4395 -6.5926
H 3.7468 5.4637 -6.0762
C -2.8287 -0.4107 -3.3097
C -2.0286 -0.3766 -4.6115
C -0.5355 -0.5202 -4.2344
C 0.3370 -1.0289 -5.4391
C -0.2721 -2.2790 -6.0834
C -1.7225 -2.0512 -6.6197
N -2.4854 -1.5176 -5.3970
O -3.8052 -1.3099 -5.6562
C -1.6366 -1.1314 -7.7750
C -2.3665 -3.3567 -6.9936
C -2.1912 0.9541 -5.4370
H -2.7991 -1.4362 -2.8657
H -3.8917 -0.1692 -3.4138
H -2.3642 0.3511 -2.6896
H -0.1427 0.4253 -3.8646
H -0.5174 -1.2340 -3.3847
H 1.3317 -1.2559 -5.0627
H 0.4755 -0.2540 -6.2092
H -0.2575 -3.0606 -5.3230
H 0.2562 -2.6262 -6.9791
H -0.8871 -0.3168 -7.6786
H -1.2770 -1.6971 -8.6097
H -2.6195 -0.7262 -7.9864
H -2.6060 -3.8084 -6.0463
H -3.3196 -3.2497 -7.5401
H -1.6976 -3.9151 -7.5892
H -2.0635 1.7763 -4.6803
H -3.1437 1.2582 -5.8858
H -1.3331 1.0849 -6.0770
H -3.9169 -0.4024 -5.9984
C -0.6555 1.3153 -1.0467
C -0.1679 1.6231 0.3389
C -1.3134 1.7588 1.4005
C -1.9965 0.5119 1.7446
C -0.9471 -0.4742 2.3073
C 0.1498 -0.7846 1.2971
N 0.7510 0.5608 0.9077
O 1.6451 0.3916 -0.2213
C 1.1976 -1.6661 2.0346
C -0.4176 -1.5956 0.1252
C 0.6599 2.9151 0.2516
H -1.1929 2.1595 -1.4411
H -1.2686 0.4140 -1.0551
H 0.1262 1.1109 -1.7768
H -0.8733 2.2635 2.3163
H -1.9333 2.6162 1.0022
H -2.6141 0.0664 0.9566
H -2.6613 0.7468 2.5822
H -1.4931 -1.3425 2.7011
H -0.5514 0.0821 3.1366
H 1.6299 -1.0964 2.9113
H 0.7017 -2.6514 2.3878
H 2.0534 -1.9932 1.4528
H -0.2328 -2.6436 0.3254
H -1.4999 -1.4515 -0.0553
H 0.0979 -1.2645 -0.7897
H 0.9410 3.2024 1.2589
H -0.0484 3.6882 -0.2110
H 1.5984 2.8314 -0.2982
H 2.5483 0.1634 0.1098
C -0.7700 -4.7510 6.6742
C -1.0326 -5.2733 5.3204
C -0.9434 -6.8575 5.3044
C -1.5001 -7.4896 4.0421
C -2.9413 -6.9412 3.7986
C -3.1150 -5.3862 3.8141
N -2.4666 -4.9202 5.0514
O -2.6909 -3.5026 5.1303
C -2.6965 -4.7262 2.4522
C -4.6563 -5.0448 3.9282
C -0.1062 -4.6033 4.3550
H -1.5123 -5.2586 7.2732
H -0.9210 -3.6889 6.8210
H 0.2244 -4.8816 7.0699
H 0.1465 -7.0826 5.3982
H -1.4424 -7.1891 6.2021
H -1.5830 -8.6075 4.0222
H -0.8272 -7.2222 3.1505
H -3.6669 -7.3736 4.4917
H -3.2078 -7.2499 2.7588
H -3.5009 -4.6545 1.7326
H -2.3022 -3.6954 2.5184
H -1.9830 -5.3548 1.8967
H -5.1094 -5.5906 3.1130
H -5.1329 -5.4443 4.8369
H -4.8733 -3.9772 3.7868
H 0.9721 -4.7184 4.7428
H -0.2956 -3.5444 4.1666
H -0.0487 -5.1020 3.4201
H -2.7415 -3.2046 4.2163
```

Atom charges from the Löwdin analysis, given in e for atoms 1 to 5:
1 C -0.6591
2 O -0.0509
3 N 0.2053
4 N 0.2461
5 H 0.1236


5.
Formula: C4H12
Source: the Open Molecules 2025 dataset
Level of theory: ωB97M-V/def2-TZVPD

Its orbital gap is 12.4975 eV. As for the total charge: 0. The structure (SMILES) is CC.CC. The calculation puts the HOMO energy at -11.3 eV. For the LUMO energy, the calculation gives 1.149 eV.

```
16
C4H12, DFT ωB97M-V/def2-TZVPD
C -0.4796 -1.5762 0.7546
C 0.4007 -2.0706 1.9320
H -0.8592 -2.4480 0.2109
H -1.2314 -0.8862 1.1174
H 0.1899 -1.2284 -0.0291
H 0.2646 -3.1477 2.0041
H -0.0166 -1.7169 2.8728
H 1.4553 -1.8279 2.0014
C 0.6104 2.3382 -1.3790
C -0.5294 1.3126 -1.3021
H 1.3611 2.1428 -0.6191
H 1.0431 2.4231 -2.3769
H 0.2788 3.3625 -1.1718
H -0.5662 0.8589 -0.3198
H -0.4169 0.6273 -2.1368
H -1.4915 1.7720 -1.5184
```

Atom charges from the Löwdin analysis, given in e for atoms 1 to 5:
1 C -0.1632
2 C -0.1642
3 H 0.0640
4 H 0.0612
5 H 0.0473


6.
Formula: C2HKNaO3
Source: the Open Molecules 2025 dataset
Level of theory: ωB97M-V/def2-TZVPD

Its orbital gap (spin up / spin down) is 4.4224 / 3.7865 eV. As for the total charge: 0. As for the spin multiplicity: 2. The calculation puts the HOMO energy (spin up / spin down) at -5.9 / -5.0 eV. For the LUMO energy (spin up / spin down), the calculation gives -1.498 / -1.226 eV.

```
8
C2HKNaO3, DFT ωB97M-V/def2-TZVPD
O -1.9706 -0.1837 0.7558
C -1.2400 0.7826 0.5942
C -0.3165 1.5585 0.2249
O 0.9021 -1.0350 -2.0749
O 1.8315 -1.8157 -1.5282
K 1.9524 0.3503 1.2343
Na -1.0441 -2.2268 0.8926
H -0.1147 2.5698 -0.0987
```

Atom charges from the Löwdin analysis, given in e for atoms 1 to 5:
1 O -0.1438
2 C -0.5110
3 C -0.1272
4 O -0.3651
5 O -0.4202


7.
Formula: C30H29FN11O6Pt
Source: the Open Molecules 2025 dataset
Level of theory: ωB97M-V/def2-TZVPD

Its orbital gap (spin up / spin down) is 6.4856 / 6.4841 eV. As for the total charge: +1. The calculation puts the HOMO energy (spin up / spin down) at -10.6 / -10.6 eV. For the LUMO energy (spin up / spin down), the calculation gives -4.097 / -4.098 eV.

```
78
C30H29FN11O6Pt, DFT ωB97M-V/def2-TZVPD
Pt -0.5363 -2.0328 -1.7385
C 4.9955 -1.6651 -1.0217
N 3.7202 -1.8511 -1.6700
C 2.5394 -2.1475 -1.1268
N 1.6071 -2.1310 -2.0698
C 2.2888 -1.8054 -3.1947
N 3.5625 -1.6335 -2.9721
C 5.1225 -0.2479 -0.5034
C 6.0881 0.6168 -1.0023
C 6.2019 1.9037 -0.4941
C 5.3552 2.3462 0.5036
C 4.3600 1.4935 0.9790
C 4.2477 0.2002 0.4746
C 3.4448 1.9570 1.9970
N 3.5801 2.9800 2.7890
N 2.5164 3.0227 3.5791
C 1.7437 2.0283 3.2557
O 2.2894 1.3004 2.2499
C 0.4699 1.6477 3.8183
C -0.2032 2.4881 4.7020
C -1.4375 2.0977 5.1895
C -1.9966 0.8885 4.8100
C -1.3197 0.0405 3.9379
C -1.9546 -1.2885 3.5914
N -1.3625 -1.9423 2.4560
C -1.2375 -1.5124 1.1998
N -0.5991 -2.4309 0.4906
C -0.3591 -3.4265 1.3734
N -0.8076 -3.1474 2.5683
C -0.0861 0.4230 3.4455
H 5.7728 -1.8765 -1.7574
H 5.0702 -2.3812 -0.1990
H 2.3790 -2.3934 -0.0976
H 1.8412 -1.7145 -4.1630
H 6.7533 0.2885 -1.7873
H 6.9529 2.5679 -0.8917
H 5.4288 3.3405 0.9156
H 3.4761 -0.4504 0.8617
H 0.2483 3.4257 4.9852
H -1.9766 2.7409 5.8669
H -2.9613 0.5937 5.1973
H -3.0230 -1.1379 3.4041
H -1.8410 -1.9874 4.4262
H -1.5908 -0.5699 0.8279
H 0.1402 -4.3413 1.1277
H 0.4713 -0.2132 2.7724
C -6.2276 -2.2932 -1.8482
N -4.8962 -2.8139 -1.6117
C -4.7331 -4.1319 -1.0226
C -3.7806 -2.1572 -1.9348
C -3.8576 -0.8585 -2.6767
O -2.6850 -2.6660 -1.6137
H -6.9658 -2.9853 -1.4480
H -6.4167 -2.1714 -2.9163
H -6.3527 -1.3305 -1.3489
H -5.6995 -4.5612 -0.7781
H -4.1224 -4.0683 -0.1201
H -4.2135 -4.7859 -1.7256
H -4.8594 -0.5962 -2.9953
H -3.2100 -0.9470 -3.5504
H -3.4591 -0.0558 -2.0547
F 2.2925 3.5285 -0.5028
C 1.0028 3.4153 -0.8656
C 0.6959 2.8818 -2.0621
N -0.5924 2.7356 -2.4851
C -0.8688 1.7749 -3.5290
C -0.7095 0.3653 -2.9401
O -0.7365 -0.6317 -3.6734
O -0.5710 0.2925 -1.6929
C -1.6588 3.1079 -1.6775
O -2.8081 2.9016 -1.9827
N -1.2967 3.7241 -0.5043
C -0.0341 3.8048 0.0838
O 0.0997 4.1214 1.2383
H 1.4700 2.5204 -2.7248
H -0.2055 1.9122 -4.3827
H -1.9062 1.8968 -3.8530
H -2.0695 4.0036 0.0933
```

Atom charges from the Löwdin analysis, given in e for atoms 1 to 5:
1 Pt 1.1613
2 C -0.0602
3 N -0.1032
4 C -0.1055
5 N -0.0487